One molecule with the formula C6H8N2O2S at a distorted geometry, computed with ωB97M-V with the def2-TZVPD basis set.

Values from the calculation:
* net charge: 0
* frontier orbital gap: 8.307 eV
* maximum force: 5.07 eV/Å

The geometry in XYZ format:
```
19
Properties=species:S:1:pos:R:3:forces:R:3
C -0.06910 0.05862 -0.23342 -3.929 1.310 -0.397
C -1.28778 1.10333 -0.05282 1.903 -0.520 1.743
C -2.92555 -0.77733 0.04640 0.758 0.489 0.147
C 2.73398 0.36655 -1.47769 -0.520 -2.959 2.285
C -0.52804 -1.18639 -0.25852 -0.824 -1.845 -0.318
C 2.16035 0.56317 1.29904 0.719 4.766 -1.587
N -2.56221 0.55768 0.21614 1.710 -0.738 -1.390
N -1.88737 -1.66817 -0.25566 0.620 2.551 0.610
O -1.05926 2.26894 0.17067 -0.383 -0.167 -0.791
O -4.07680 -1.04962 0.21118 -0.934 -1.201 -0.115
S 1.51846 0.90025 -0.50383 1.574 -0.850 2.190
H 3.20794 -0.63766 -1.54802 -0.748 0.786 0.517
H 2.89504 0.97809 -2.25450 0.311 2.196 -2.752
H 0.07731 -2.05577 -0.34121 1.016 -0.370 -0.115
H 3.01433 1.31476 1.32700 -0.787 -0.629 -0.460
H 1.54001 1.04840 2.05002 -0.669 -0.969 0.054
H 2.70731 -0.29596 1.48327 0.023 -2.371 0.216
H -3.37424 1.14810 0.18345 0.011 0.511 0.278
H -2.08439 -2.63701 -0.06149 0.150 0.011 -0.115
```
Positions in Å, forces in eV/Å.

Atomic partial charges in e from the Löwdin method, atoms 1 to 8: number 1, C, carries -0.307; number 2, C, carries -0.396; number 3, C, carries -0.526; number 4, C, carries -0.402; number 5, C, carries -0.077; number 6, C, carries -0.204; number 7, N, carries 0.188; number 8, N, carries 0.130

A 9-piece molecular cluster, C59H66ClF9N2O30S2 overall at a distorted geometry, computed with ωB97M-V with the def2-TZVPD basis set.

Values from the calculation:
* net charge: 0
* frontier orbital gap: 7.037 eV
* SMILES: CCCNc1cc2c(c(CCCCS(=O)(=O)Cl)c1-c1ccccc1)C(=O)c1cc(CCCS)c(OCCNC[C@@H](C)O)c(F)c1C2=O.O=C1OC[C@@H](F)O1.O=C1OC[C@@H](F)O1.O=C1OC[C@@H](F)O1.O=C1OC[C@@H](F)O1.O=C1OC[C@@H](F)O1.O=C1OC[C@@H](F)O1.O=C1OC[C@@H](F)O1.O=C1OC[C@@H](F)O1
* maximum force: 6.46 eV/Å

The geometry in XYZ format:
```
169
Properties=species:S:1:pos:R:3:forces:R:3
C 5.16765 -2.94996 -3.57816 -0.037 0.047 -0.733
C 5.08921 -2.25360 -5.05207 0.958 -0.645 1.227
C 6.15526 -1.04131 -5.13496 0.651 -2.069 -0.175
N 5.52477 0.31116 -5.16043 -0.834 -0.374 1.864
C 4.72739 0.53386 -3.92952 -2.343 0.082 1.089
C 3.17075 0.42514 -4.10254 1.417 0.935 4.792
C 2.33499 0.61155 -2.81056 2.444 0.540 0.138
C 2.99346 0.93703 -1.41592 0.972 -0.322 -1.935
C 4.55149 1.05092 -1.22770 -2.002 -0.979 -3.330
C 5.20556 1.33992 0.19264 -0.550 0.154 -0.042
C 6.35936 2.45787 0.19062 1.019 -0.416 0.894
C 7.64698 1.77385 0.92073 -0.865 0.299 0.394
C 8.93514 2.72664 0.96251 -0.026 -1.015 -0.738
S 9.37127 3.17809 2.73540 4.567 -3.712 2.659
O 10.78782 3.67179 2.86814 -3.909 0.305 -1.184
O 9.26886 1.93536 3.61059 -1.291 3.548 -2.715
Cl 7.96710 4.64146 3.31857 0.549 -0.862 -0.579
C 5.39538 0.81786 -2.53294 -1.806 -0.378 -0.325
C 6.98782 0.84561 -2.53131 2.722 0.979 -0.345
C 7.64880 2.11947 -3.17870 2.084 -1.645 0.819
C 9.17705 2.33876 -3.28256 -1.965 -3.518 1.714
C 10.10090 1.22130 -2.70993 -3.842 0.123 0.079
C 9.44854 -0.02133 -2.06193 -1.453 1.796 -1.070
C 7.90860 -0.26116 -1.97048 1.028 3.913 -1.762
C 1.95253 1.11939 -0.21203 -0.042 -0.468 1.468
O 2.13775 0.72569 0.96713 -0.129 1.394 -3.644
C 0.56247 1.80666 -0.55989 -3.360 1.555 -1.704
C -0.21710 2.79546 0.32879 -0.982 -1.363 -3.022
C -1.60431 3.37804 -0.13228 0.830 -1.362 -1.464
C -2.36833 4.42433 0.83289 0.708 -0.075 -1.160
C -2.83758 3.78084 2.23096 -0.366 1.493 -0.487
C -2.25546 4.67856 3.44306 0.453 -0.992 -0.563
S -1.59302 3.54103 4.77205 0.130 0.063 0.258
C -2.26048 2.98368 -1.47389 2.869 -1.492 0.018
O -3.51742 3.41653 -1.96298 2.041 -0.793 1.919
C -4.62302 3.04529 -1.08931 -1.819 -1.370 0.118
C -4.42975 1.67964 -0.27507 -0.481 0.566 1.255
N -5.77757 1.35956 0.33242 0.954 -0.696 -0.556
C -6.07895 -0.09457 0.25127 -1.181 -0.185 -0.204
C -6.90714 -0.40967 -1.11500 -0.730 0.337 1.375
C -8.29235 0.44237 -1.09404 0.551 -0.979 -0.772
O -6.15202 -0.04679 -2.30703 -0.434 -1.242 0.478
C -1.45675 1.99978 -2.40113 1.476 0.248 2.222
F -1.94625 1.59832 -3.66952 0.986 1.173 3.225
C -0.09169 1.44771 -1.94852 -1.020 1.107 0.938
C 0.72718 0.46861 -2.89518 0.188 -0.874 -1.194
O 0.24430 -0.35535 -3.70737 1.264 2.819 2.640
H 6.18623 -3.46068 -3.44213 -1.436 0.796 -0.294
H 4.36909 -3.78136 -3.51503 1.157 1.438 0.158
H 5.07737 -2.18164 -2.73202 -0.164 -1.182 -1.211
H 5.36629 -3.08648 -5.78402 -0.385 1.628 1.095
H 4.02188 -1.91974 -5.27339 1.615 -0.281 0.299
H 6.87365 -1.19394 -4.24211 -1.195 0.760 -1.410
H 6.80884 -1.21306 -6.07188 -1.112 0.705 1.325
H 4.90190 0.33978 -5.99158 0.435 0.071 1.023
H 2.64318 0.22390 -5.08783 0.956 0.241 1.471
H 4.42195 1.68365 0.97015 0.964 -0.771 -1.602
H 5.58598 0.32531 0.60147 -0.382 1.631 -0.717
H 6.08900 3.35695 0.86371 0.120 -1.417 -1.132
H 6.62202 2.87490 -0.83918 -0.391 -0.839 1.402
H 7.89496 0.74155 0.46498 -0.193 1.901 0.459
H 7.30099 1.53952 2.00091 0.676 0.429 -1.629
H 9.83856 2.10356 0.59840 -1.143 1.195 0.967
H 8.87839 3.65136 0.29904 -0.073 -1.060 1.184
H 6.98477 2.95799 -3.60722 0.971 -1.669 0.801
H 9.57784 3.28462 -3.78594 -0.596 -1.649 0.891
H 11.23153 1.38123 -2.78973 -1.889 -0.584 0.290
H 10.13167 -0.82855 -1.63765 -1.053 1.240 -0.688
H 7.43104 -1.18665 -1.51626 0.964 1.257 -0.707
H 0.22083 3.10525 1.33786 -0.787 -0.469 -1.635
H -3.25010 4.90889 0.26508 1.499 -0.982 0.852
H -1.61459 5.29033 0.98257 -1.172 -1.436 -0.006
H -3.98247 3.88656 2.27146 1.673 -0.520 -0.006
H -2.55081 2.68057 2.28462 -0.277 1.610 0.147
H -3.09396 5.29209 3.92006 1.399 -0.916 -0.474
H -1.38741 5.35020 3.13057 -1.432 -0.805 0.257
H -0.46411 2.90161 4.26413 -1.050 0.933 -0.230
H -4.94108 3.84951 -0.34381 0.730 -0.803 -1.054
H -5.53449 2.88118 -1.78186 1.604 0.278 1.046
H -4.10600 0.78398 -0.89925 -0.291 1.481 0.606
H -3.72656 1.83432 0.63274 -0.609 -0.310 -1.822
H -5.85310 1.73305 1.28537 0.183 -0.493 -0.612
H -6.81742 -0.35119 1.10514 1.269 0.257 -1.295
H -5.16059 -0.77390 0.34936 -1.330 1.293 -0.313
H -7.13744 -1.53686 -1.14237 0.292 1.577 0.148
H -8.06359 1.51742 -1.41823 -0.485 -1.886 0.568
H -8.81072 0.41385 -0.07741 0.886 0.120 -1.285
H -8.99717 -0.08979 -1.83334 0.959 1.039 0.953
H -6.13208 -0.85729 -2.86059 0.058 0.950 0.405
O 4.18389 -3.67283 -7.32901 -1.512 -0.470 -0.179
C 3.06392 -3.89882 -6.96465 1.518 0.456 -0.449
O 2.59566 -3.63574 -5.71197 0.102 -0.388 -0.722
C 1.20312 -3.92060 -5.72779 -0.457 0.234 0.903
C 1.08776 -4.88380 -6.86552 -0.568 0.003 -0.487
F -0.10808 -4.76036 -7.48844 -0.052 -0.178 -0.078
O 2.10323 -4.45891 -7.75246 0.308 -0.085 0.667
H 0.64511 -2.99576 -5.89941 -0.046 -0.157 -0.158
H 0.87998 -4.35398 -4.78030 0.242 0.086 -0.027
H 1.25509 -5.92896 -6.58922 -0.139 0.020 -0.135
O -5.19422 -2.77493 0.78774 0.739 -0.517 1.048
C -4.49121 -2.90602 1.74759 -0.603 0.046 -1.383
O -3.22920 -3.41615 1.70723 -0.730 0.245 0.131
C -2.69254 -3.27850 3.01535 1.002 -0.314 -0.004
C -3.92477 -3.20851 3.86009 -0.127 0.385 0.355
F -3.72495 -2.42778 4.95131 -0.118 0.006 0.264
O -4.85888 -2.56940 3.01554 0.268 -0.550 -0.286
H -2.09283 -2.36536 3.06787 -0.196 0.023 0.167
H -2.05925 -4.12906 3.27148 -0.110 0.011 -0.233
H -4.31483 -4.18284 4.16866 -0.013 0.139 0.157
O 6.44243 -3.38634 -0.91016 0.340 0.267 1.192
C 6.70196 -3.20788 0.24458 -0.329 -0.136 -1.518
O 7.88012 -2.68566 0.69211 -0.556 -0.310 -0.180
C 7.74133 -2.51189 2.09585 0.856 0.450 0.390
C 6.66709 -3.49602 2.43464 -0.585 0.125 0.491
F 5.91836 -3.05976 3.47474 -0.053 -0.154 0.099
O 5.86119 -3.50722 1.27353 0.746 -0.097 -0.206
H 7.44903 -1.47916 2.30715 -0.178 -0.149 0.105
H 8.67863 -2.72351 2.61237 -0.014 0.000 -0.246
H 7.03119 -4.50716 2.63887 -0.140 0.052 0.111
O -4.01553 -6.95245 -2.71818 -0.600 0.795 0.122
C -4.76437 -6.02976 -2.57229 1.113 -0.968 -0.018
O -4.90888 -5.33919 -1.40545 -0.014 -0.461 -0.652
C -5.78142 -4.25131 -1.68165 -0.264 0.595 0.779
C -6.53052 -4.73974 -2.87793 -0.234 0.299 -0.492
F -6.87212 -3.70889 -3.69154 -0.158 0.084 -0.149
O -5.58246 -5.54614 -3.54916 0.082 -0.275 0.669
H -5.18998 -3.35529 -1.89030 -0.128 -0.050 -0.139
H -6.43674 -4.04844 -0.83425 0.185 -0.150 -0.029
H -7.41612 -5.33452 -2.64143 0.130 0.265 -0.231
O -5.78035 1.61640 4.84337 -0.211 -0.584 0.758
C -5.92214 0.85620 5.75506 0.272 1.197 -1.056
O -5.32022 0.99783 6.96965 -0.286 -0.196 -0.590
C -5.84496 -0.02355 7.80556 0.413 0.129 0.903
C -6.30391 -1.04444 6.81357 -0.571 -0.411 -0.003
F -7.38585 -1.71830 7.27340 -0.051 -0.203 -0.038
O -6.69875 -0.26260 5.70519 0.657 0.155 0.234
H -6.66605 0.38228 8.40334 -0.097 -0.194 -0.148
H -5.07936 -0.41156 8.47901 0.057 0.181 -0.162
H -5.52939 -1.75312 6.50609 -0.182 -0.046 0.025
O -8.19502 3.31542 -0.25375 -0.887 0.703 0.851
C -9.04369 3.51302 0.56337 1.317 -0.052 -1.299
O -9.01300 4.53397 1.46774 -0.082 -0.526 -0.242
C -10.25225 4.50103 2.16068 0.026 0.778 0.637
C -10.68242 3.07985 1.98019 -0.635 -0.265 -0.208
F -12.03279 2.98289 1.92770 -0.098 -0.165 0.091
O -10.15792 2.74195 0.71294 0.424 0.294 0.512
H -10.94440 5.21241 1.70124 -0.109 -0.246 -0.023
H -10.12191 4.76680 3.21080 0.191 -0.007 -0.147
H -10.29082 2.39190 2.73531 -0.180 -0.036 -0.041
O 10.49367 9.07790 7.17380 0.132 -0.883 -0.586
C 10.59162 8.10328 6.48772 0.123 1.392 0.904
O 11.37789 8.02585 5.37611 -0.502 -0.002 0.511
C 11.32042 6.67775 4.92974 0.625 -0.106 -0.851
C 10.02709 6.20440 5.51092 -0.051 -0.701 0.354
F 10.08348 4.88610 5.81256 -0.215 -0.072 -0.011
O 9.92517 6.93621 6.71561 0.147 0.475 -0.551
H 12.18301 6.12926 5.31815 -0.229 -0.123 0.079
H 11.33216 6.62333 3.84023 0.009 0.171 0.118
H 9.15394 6.40421 4.88511 0.048 -0.124 0.127
O -9.51996 -4.57326 -0.08990 -0.167 -0.939 -0.533
C -9.77754 -5.62984 -0.58572 -0.070 1.600 0.913
O -10.78798 -6.44394 -0.17096 0.637 0.307 -0.258
C -10.84545 -7.52443 -1.09171 -0.790 -0.576 0.268
C -9.46148 -7.53620 -1.65799 0.165 -0.249 -0.775
F -9.46645 -7.95667 -2.94461 0.180 -0.074 -0.023
O -9.08991 -6.17160 -1.63220 -0.372 -0.370 0.685
H -11.60846 -7.31765 -1.84741 0.239 -0.020 -0.121
H -11.09652 -8.45794 -0.58613 0.026 0.209 0.124
H -8.74310 -8.12383 -1.07892 0.029 -0.009 -0.186
```
Positions in Å, forces in eV/Å.

Atomic partial charges in e from the Löwdin method, atoms 1 to 8: number 1, C, carries -0.113; number 2, C, carries -0.214; number 3, C, carries -0.202; number 4, N, carries -0.028; number 5, C, carries -0.124; number 6, C, carries 0.065; number 7, C, carries -0.019; number 8, C, carries 0.009